(1)
{"formula": "C28H29BN7PTi", "method": "ωB97M-V with the def2-TZVPD basis set", "multiplicity": 3, "lumo_energy_ev": [0.67, 0.66], "s_squared": 2.02, "species": ["H", "N", "B", "N", "C", "Ti", "H", "C", "H", "C", "H", "C", "H", "H", "H", "N", "N", "N", "N", "C", "C", "H", "H", "C", "C", "C", "C", "H", "H", "H", "H", "H", "N", "P", "C", "C", "C", "C", "C", "C", "C", "C", "C", "C", "C", "C", "C", "C", "C", "C", "C", "C", "H", "H", "H", "H", "H", "H", "H", "H", "H", "H", "H", "H", "H", "H", "H"], "coordinates": [[0.144707, 2.945835, -0.420024], [0.450580, 1.569224, -2.025386], [0.833952, 0.505658, -4.296788], [0.794230, 1.741221, -3.353904], [0.931782, 3.049889, -3.621269], [0.128168, -0.411366, -1.522956], [1.179615, 3.372328, -4.624251], [0.724032, 3.766928, -2.436883], [0.793597, 4.831433, -2.306127], [0.419174, 2.811014, -1.460101], [1.178194, 0.852585, -5.397689], [-1.527416, -2.374200, -0.805292], [-2.051356, -2.564612, 0.138501], [-0.569595, -2.911676, -0.766717], [-2.120111, -2.750121, -1.645935], [-0.594843, -0.095903, -4.323715], [1.829830, -0.570566, -3.762056], [-1.224100, -0.531451, -3.171407], [1.683510, -1.158783, -2.508477], [-1.419205, -0.245355, -5.371130], [2.860652, -1.148707, -4.395613], [-1.098554, 0.072394, -6.350500], [3.118925, -0.834473, -5.398386], [-2.608028, -0.811180, -4.917521], [3.432301, -2.106410, -3.551006], [-2.452648, -0.978414, -3.538677], [2.672897, -2.092374, -2.374932], [-3.468149, -1.073662, -5.498736], [4.287541, -2.721369, -3.757280], [-3.144466, -1.396388, -2.822971], [2.750806, -2.685545, -1.473543], [-1.442471, -1.239401, -0.876307], [0.457773, -0.413780, 0.224991], [0.016467, -0.067319, 1.708990], [-0.884646, 1.485552, 1.814485], [-0.348720, 2.614583, 2.460611], [-1.036641, 3.828658, 2.419489], [-2.260556, 3.924770, 1.751312], [-2.778996, 2.811934, 1.082030], [-2.104423, 1.590234, 1.120667], [-0.931499, -1.356717, 2.548349], [-2.223008, -1.166478, 3.062506], [-2.879368, -2.226509, 3.697122], [-2.249439, -3.463311, 3.856615], [-0.959770, -3.651578, 3.346639], [-0.300749, -2.602207, 2.706093], [1.452037, 0.105011, 2.764555], [1.281099, 0.272414, 4.146456], [2.406744, 0.343226, 4.966388], [3.686909, 0.250283, 4.406468], [3.846365, 0.083665, 3.026472], [2.725389, 0.017037, 2.191955], [0.600139, 2.541563, 2.993047], [-0.611056, 4.701354, 2.913351], [-2.810787, 4.865541, 1.749883], [-3.718341, 2.884395, 0.533901], [-2.524680, 0.717051, 0.612772], [-2.715731, -0.201484, 2.966537], [-3.893485, -2.086377, 4.068804], [-2.754435, -4.281204, 4.375658], [-0.460893, -4.616476, 3.442384], [0.708508, -2.748841, 2.314323], [0.275355, 0.340383, 4.566361], [2.272046, 0.474356, 6.038591], [4.562404, 0.310171, 5.055760], [4.845067, 0.007852, 2.593223], [2.817391, -0.104295, 1.110264]], "forces_ev_per_angstrom": [[0.13, -0.15, -0.19], [0.55, 1.89, -0.75], [-0.01, -0.01, 0.18], [-0.26, 0.14, 1.19], [0.03, 0.11, 0.61], [-1.21, 0.52, -0.86], [-0.03, 0.02, 0.20], [0.03, -0.35, -0.44], [-0.04, 0.06, -0.02], [0.10, -1.13, -1.22], [-0.10, -0.09, 0.08], [-0.36, 0.09, -0.05], [0.12, 0.07, -0.19], [-0.15, 0.42, -0.06], [0.20, 0.03, 0.30], [-0.71, -0.30, 0.71], [0.17, -0.76, 1.06], [-0.33, -0.41, -1.28], [1.63, -0.80, -1.76], [-0.51, -0.24, 0.18], [0.37, -0.40, 0.34], [-0.11, -0.07, 0.00], [0.06, -0.10, 0.17], [0.31, 0.17, -0.16], [-0.20, 0.34, -0.27], [1.24, 0.67, -0.47], [-0.94, 1.36, -0.98], [-0.15, 0.00, -0.17], [0.08, -0.06, -0.09], [0.14, 0.17, -0.05], [-0.04, 0.16, -0.13], [-0.78, -1.53, 0.35], [0.03, 0.35, 5.19], [1.08, -0.59, -2.35], [-0.47, 0.59, 0.30], [-0.36, -0.19, -0.26], [-0.16, -0.07, -0.08], [0.22, -0.17, -0.04], [0.06, -0.20, 0.13], [0.17, 0.39, 0.20], [-0.49, -0.19, 0.52], [0.27, -0.44, -0.07], [0.08, -0.10, 0.03], [0.11, 0.20, -0.20], [0.02, 0.22, -0.05], [-0.28, -0.06, -0.02], [0.26, 0.11, 0.50], [0.62, -0.10, -0.16], [-0.12, 0.05, -0.17], [-0.14, -0.03, -0.13], [-0.14, 0.06, 0.10], [-0.01, 0.06, 0.46], [-0.27, 0.04, -0.19], [-0.14, -0.18, -0.09], [0.18, -0.21, -0.06], [0.21, 0.03, 0.17], [0.20, 0.29, 0.07], [0.08, -0.19, 0.02], [0.24, 0.00, -0.02], [0.11, 0.28, -0.21], [-0.15, 0.25, 0.04], [-0.28, 0.06, 0.08], [0.28, -0.05, -0.05], [0.15, -0.03, -0.19], [-0.24, -0.04, -0.21], [-0.26, 0.04, 0.16], [-0.09, 0.00, 0.33]], "nbo_charge": [0.22, -0.34, 0.53, -0.31, 0.00, 1.12, 0.22, -0.35, 0.23, -0.03, -0.03, -0.82, 0.23, 0.24, 0.22, -0.32, -0.32, -0.36, -0.37, -0.02, 0.00, 0.22, 0.22, -0.35, -0.35, -0.05, -0.05, 0.23, 0.23, 0.21, 0.22, 0.17, -1.39, 1.78, -0.44, -0.13, -0.23, -0.20, -0.20, -0.19, -0.32, -0.23, -0.20, -0.20, -0.21, -0.19, -0.44, -0.19, -0.22, -0.20, -0.23, -0.11, 0.22, 0.22, 0.22, 0.22, 0.23, 0.23, 0.22, 0.22, 0.22, 0.23, 0.22, 0.22, 0.22, 0.22, 0.24]}



(2)
{"formula": "C34H39ClN4O2P2W", "method": "ωB97M-V with the def2-TZVPD basis set", "total_charge": 2, "multiplicity": 3, "lumo_energy_ev": [-8.54, -8.98], "s_squared": 2.09, "species": ["W", "C", "C", "C", "C", "C", "C", "C", "C", "C", "H", "H", "H", "H", "H", "H", "H", "H", "H", "H", "H", "H", "H", "H", "H", "P", "P", "N", "N", "N", "N", "C", "C", "C", "C", "C", "C", "C", "C", "C", "C", "C", "C", "C", "C", "C", "C", "C", "C", "H", "H", "H", "H", "H", "H", "H", "H", "H", "H", "H", "H", "H", "H", "H", "H", "H", "H", "H", "H", "Cl", "C", "C", "C", "C", "C", "C", "C", "O", "O", "H", "H", "H", "H"], "coordinates": [[-2.098650, -1.701143, -3.534655], [0.006885, -1.526381, -0.329947], [-0.369807, -1.933945, -1.750776], [-0.578013, -3.424104, -1.967880], [-2.062087, -3.787294, -2.263960], [-3.207335, -2.830573, -1.911481], [-3.196169, -1.936603, -0.805344], [-2.438107, -2.287546, 0.419200], [-1.095621, -1.612752, 0.737306], [-2.492825, 0.213708, -2.842420], [0.847375, -2.154710, -0.006295], [0.304974, -1.503987, -2.527153], [-0.130066, -4.067977, -1.183569], [0.028564, -3.711573, -2.842544], [-2.135126, -3.921011, -3.381720], [-2.316592, -4.810438, -1.977342], [-4.162708, -3.159630, -2.336172], [-3.989529, -1.189995, -0.778946], [-2.314768, -3.378638, 0.485954], [-3.073047, -1.970363, 1.270588], [-1.284163, -0.607027, 1.139930], [-0.648434, -2.190829, 1.561568], [-1.964012, 0.416419, -1.914694], [-3.509344, 0.623335, -2.809438], [-1.940658, 0.695235, -3.692993], [-3.966624, -1.851916, -4.698929], [-0.785765, -3.805105, -5.293546], [-5.608734, -2.142433, -3.953407], [-4.734040, -0.978611, -6.196721], [-1.269094, -5.499765, -4.899761], [0.231234, -4.579122, -6.736232], [-3.596060, -3.528908, -5.470036], [-2.281837, -3.425220, -6.275970], [-6.295344, -1.373025, -3.015763], [-7.559922, -1.927527, -2.822383], [-7.652472, -3.074883, -3.662404], [-6.438615, -3.195797, -4.322632], [-4.519644, 0.270941, -6.765717], [-5.312671, 0.400424, -7.917459], [-6.042847, -0.820876, -8.056620], [-5.659460, -1.646177, -7.001372], [-0.879999, -6.128616, -3.717861], [-1.649910, -7.256349, -3.518962], [-2.554001, -7.344674, -4.618673], [-2.281676, -6.286755, -5.472457], [0.281648, -5.860461, -7.292340], [0.977715, -5.823908, -8.495579], [1.386953, -4.471652, -8.692502], [0.911916, -3.740766, -7.612070], [-4.399796, -3.937265, -6.104681], [-3.516328, -4.245171, -4.632725], [-2.285364, -4.058469, -7.181421], [-2.094962, -2.383853, -6.591328], [-5.814311, -0.518220, -2.554664], [-8.336789, -1.557844, -2.168408], [-8.493698, -3.736672, -3.809243], [-6.092148, -3.952214, -5.009944], [-3.809110, 0.952063, -6.328819], [-5.349882, 1.242272, -8.585695], [-6.743318, -1.088536, -8.830225], [-5.937170, -2.662604, -6.784855], [-0.059560, -5.716301, -3.130497], [-1.567467, -7.925198, -2.674786], [-3.341117, -8.077106, -4.763004], [-2.721605, -6.021770, -6.426459], [-0.175896, -6.712906, -6.803127], [1.169625, -6.676207, -9.144528], [1.961002, -4.081718, -9.527328], [0.988606, -2.686284, -7.383038], [4.435736, 2.551236, 4.704525], [3.545174, 1.932530, 3.375478], [3.868179, 2.354734, 2.073343], [3.243384, 1.751800, 0.986303], [2.259718, 0.787236, 1.198004], [1.859274, 0.431782, 2.493934], [2.522121, 0.996590, 3.589336], [1.849736, 0.012022, -0.032937], [2.686914, -0.480984, -0.759561], [0.503780, -0.102099, -0.266888], [4.645732, 3.100209, 1.928893], [3.493993, 2.023813, -0.035606], [1.045617, -0.275459, 2.633936], [2.286908, 0.692807, 4.608131]], "forces_ev_per_angstrom": [[2.92, 1.51, 3.64], [-0.02, 2.00, -0.78], [0.76, -0.63, 0.07], [0.31, -0.56, 0.53], [-0.09, 0.24, 0.21], [0.35, 0.64, 0.08], [0.05, -1.73, -1.32], [0.28, 0.21, 0.57], [0.47, 0.13, 0.74], [-0.28, -0.32, -0.27], [-0.03, -0.06, -0.39], [-0.42, 0.33, 0.39], [-0.54, 0.50, 0.10], [-0.33, 0.19, 0.27], [-0.15, -0.14, 0.28], [-0.02, -0.08, -0.12], [0.02, 0.45, 0.21], [0.16, -0.04, 0.07], [-0.13, 0.29, -0.28], [0.06, -0.29, -0.43], [0.20, -0.21, -0.36], [-0.42, 0.29, -0.06], [0.19, 0.25, 0.01], [0.28, 0.00, -0.14], [-0.05, -0.04, 0.02], [-7.13, -0.51, -4.24], [0.41, -5.34, -4.04], [1.72, -0.30, -0.04], [1.20, -0.99, 1.21], [0.08, 0.89, 1.12], [-0.03, 2.37, 0.83], [-0.18, 0.10, 0.35], [-0.02, 0.43, -0.39], [-0.58, -0.30, 0.20], [1.11, 0.28, -0.39], [1.24, 0.09, -0.48], [-0.72, -0.01, 0.38], [-0.39, 0.32, -1.08], [0.77, -0.82, 1.58], [0.97, -0.47, 1.41], [-0.15, 0.43, -0.76], [-0.12, -0.44, 0.16], [0.45, 0.84, -0.08], [0.19, 0.84, -0.65], [-0.34, -0.08, 0.77], [-0.22, -0.73, -0.13], [-0.53, 0.58, 1.20], [-0.40, 0.49, 0.71], [0.35, -0.15, -0.61], [0.29, 0.54, 0.20], [-0.11, 0.14, -0.40], [-0.02, 0.36, 0.42], [-0.32, -0.23, -0.38], [-0.24, -0.02, -0.17], [0.18, 0.06, -0.05], [0.08, 0.08, 0.16], [-0.26, 0.09, 0.10], [-0.05, 0.12, 0.00], [0.04, 0.14, 0.12], [0.00, 0.03, 0.03], [-0.23, 0.16, -0.06], [-0.28, -0.39, -0.25], [0.01, -0.03, -0.16], [0.35, 0.04, -0.10], [0.08, -0.16, 0.26], [0.20, 0.26, -0.09], [-0.07, 0.27, 0.33], [-0.18, -0.05, 0.26], [0.15, -0.05, -0.13], [-0.04, 0.07, 0.11], [-0.41, -0.29, -0.86], [-0.08, -0.30, 0.26], [0.06, 0.14, 0.48], [-0.21, -0.20, -0.49], [0.29, 0.53, -0.24], [0.09, -0.01, -0.24], [1.69, 0.07, 0.14], [-1.39, 0.19, 0.40], [-1.05, -1.94, 0.20], [-0.18, -0.12, 0.04], [0.16, -0.04, 0.24], [0.21, 0.01, 0.12], [-0.01, 0.10, -0.27]], "lowdin_spin": [1.06, 0.05, 0.46, 0.07, 0.03, 0.01, -0.05, -0.01, 0.01, 0.03, 0.02, 0.04, 0.01, 0.01, 0.00, 0.00, 0.00, 0.00, 0.00, 0.00, 0.00, 0.00, 0.02, 0.01, 0.00, 0.11, 0.00, -0.01, 0.03, 0.00, 0.00, 0.06, 0.02, 0.00, 0.00, 0.00, 0.00, 0.00, 0.00, 0.00, 0.00, 0.00, 0.00, 0.00, 0.00, 0.00, 0.00, 0.00, 0.00, 0.01, 0.00, 0.00, 0.01, 0.00, 0.00, 0.00, 0.00, 0.00, 0.00, 0.00, 0.00, 0.00, 0.00, 0.00, 0.00, 0.00, 0.00, 0.00, 0.00, 0.00, 0.00, 0.00, 0.00, 0.00, 0.00, 0.00, 0.00, 0.00, 0.00, 0.00, 0.00, 0.00, 0.00]}



(3)
{"formula": "C26H26N6OPtSSb", "method": "ωB97M-V with the def2-TZVPD basis set", "total_charge": 2, "multiplicity": 2, "lumo_energy_ev": [-6.26, -7.28], "s_squared": 0.75, "species": ["Pt", "C", "C", "C", "C", "C", "C", "N", "Sb", "C", "C", "C", "C", "C", "C", "N", "C", "C", "C", "C", "C", "C", "N", "H", "H", "H", "H", "H", "H", "H", "H", "H", "H", "H", "H", "H", "H", "H", "H", "H", "H", "O", "N", "C", "C", "C", "C", "C", "S", "H", "H", "H", "H", "N", "C", "C", "C", "N", "H", "H", "H", "H"], "coordinates": [[-0.563133, 0.170541, 0.022300], [4.359309, -1.604632, -0.224863], [2.923790, -2.025818, -0.304071], [2.554206, -3.347340, -0.525239], [1.209924, -3.665275, -0.602185], [0.262270, -2.660500, -0.468511], [0.719503, -1.361824, -0.253680], [2.002502, -1.060226, -0.166466], [-3.232506, -0.940407, 1.445139], [-2.952179, 1.184040, 1.406715], [-3.805535, 1.958720, 2.165592], [-3.801552, 3.335878, 1.964023], [-3.005959, 3.852908, 0.964887], [-2.171909, 3.020358, 0.222661], [-1.379141, 3.572649, -0.921734], [-2.112777, 1.705128, 0.493525], [-2.828383, -1.217363, -0.693202], [-3.775703, -1.980137, -1.343333], [-3.673533, -2.152892, -2.724013], [-2.618105, -1.574503, -3.390647], [-1.668538, -0.827632, -2.691892], [-0.489949, -0.228815, -3.380810], [-1.804365, -0.650419, -1.374419], [5.008013, -2.437023, 0.041784], [4.480467, -0.801120, 0.500961], [4.690951, -1.218861, -1.190879], [3.313182, -4.110421, -0.632932], [0.897812, -4.689173, -0.764578], [-0.791771, -2.896890, -0.516596], [-4.470052, 1.505828, 2.889682], [-4.443043, 3.979320, 2.551176], [-3.029731, 4.908719, 0.731180], [-1.914774, 4.410968, -1.363533], [-1.218789, 2.813078, -1.683023], [-0.407616, 3.945385, -0.595142], [-4.585575, -2.436607, -0.789259], [-4.408027, -2.739955, -3.259219], [-2.499618, -1.697329, -4.457819], [-0.440379, -0.564603, -4.413560], [0.430112, -0.523918, -2.872732], [-0.566065, 0.860128, -3.385101], [0.150248, 0.621607, 1.925292], [0.869942, -0.364392, 2.485791], [2.192489, -0.163325, 2.637001], [2.996847, -1.130148, 3.179353], [2.430418, -2.354733, 3.517452], [1.075757, -2.548032, 3.332348], [0.274323, -1.525704, 2.834656], [-1.465189, -1.799901, 2.931433], [2.545732, 0.793644, 2.289594], [4.050562, -0.933114, 3.309242], [3.038552, -3.150680, 3.924581], [0.602344, -3.483636, 3.593506], [1.395747, 2.508297, 0.374415], [2.294144, 3.379897, -0.112321], [2.454319, 3.091443, -1.449511], [1.600734, 2.009970, -1.687402], [0.961864, 1.668065, -0.576247], [1.047053, 2.393036, 1.315072], [2.750243, 4.125206, 0.517625], [3.102055, 3.585331, -2.151469], [1.438480, 1.467203, -2.600600]], "forces_ev_per_angstrom": [[0.04, -0.01, 0.02], [0.01, -0.01, 0.00], [-0.02, 0.07, 0.01], [0.02, -0.02, 0.01], [-0.01, -0.01, 0.00], [0.02, 0.04, -0.01], [0.00, -0.03, 0.00], [0.00, -0.04, 0.00], [-0.01, 0.02, 0.11], [-0.09, -0.01, 0.06], [0.03, -0.01, -0.03], [0.01, -0.03, 0.00], [-0.06, 0.09, 0.04], [0.09, -0.13, -0.08], [-0.01, 0.05, 0.04], [0.02, 0.13, -0.05], [-0.04, 0.00, -0.02], [0.02, 0.00, -0.04], [-0.01, 0.00, 0.05], [0.03, 0.02, 0.01], [0.03, -0.02, -0.15], [0.01, -0.01, -0.03], [-0.09, -0.04, 0.07], [0.01, 0.00, -0.01], [0.00, -0.01, 0.00], [0.00, -0.01, 0.00], [0.00, 0.00, 0.00], [0.00, 0.00, 0.00], [0.00, -0.01, 0.00], [0.00, -0.01, 0.00], [0.00, 0.01, -0.01], [0.00, 0.00, 0.00], [-0.01, -0.01, -0.02], [-0.01, 0.01, 0.00], [-0.02, 0.01, -0.02], [0.00, 0.00, -0.01], [0.00, 0.00, 0.00], [0.00, 0.00, 0.00], [0.00, 0.00, 0.00], [-0.02, 0.02, 0.01], [0.00, 0.01, 0.05], [0.00, 0.08, 0.05], [-0.04, -0.16, 0.03], [-0.03, 0.05, -0.03], [-0.03, -0.10, 0.04], [0.01, 0.08, -0.03], [0.02, -0.01, 0.01], [-0.14, 0.09, 0.07], [0.23, -0.05, -0.12], [0.01, 0.00, 0.00], [0.00, 0.01, 0.00], [0.01, 0.00, 0.00], [0.00, 0.00, 0.00], [-0.03, 0.01, 0.05], [0.04, 0.01, -0.06], [-0.01, 0.00, 0.06], [0.01, -0.07, 0.00], [0.01, 0.03, -0.08], [-0.01, -0.03, 0.00], [0.00, 0.00, 0.00], [0.00, 0.00, -0.01], [0.01, 0.02, -0.02]], "nbo_charge": [1.23, -0.65, 0.25, -0.25, -0.14, -0.33, 0.04, -0.52, 1.14, -0.12, -0.25, -0.11, -0.22, 0.27, -0.65, -0.57, -0.12, -0.25, -0.10, -0.21, 0.28, -0.66, -0.51, 0.23, 0.22, 0.25, 0.24, 0.24, 0.22, 0.25, 0.25, 0.25, 0.25, 0.23, 0.24, 0.25, 0.26, 0.25, 0.25, 0.25, 0.24, -0.62, 0.00, 0.07, -0.22, -0.11, -0.23, 0.08, -0.09, 0.24, 0.26, 0.26, 0.26, -0.34, -0.01, -0.31, 0.00, -0.31, 0.45, 0.25, 0.26, 0.23]}



DFT total energy / Ha: -2683.410477, -2897.550027, -2167.325619